Record 1
Here is C18H32BN2O2P2Sm as an isolated structure at a distorted geometry from OMol25. Energies are from ωB97M-V/def2-TZVPD.

## Properties
E_tot	-2330.43383	Ha
relative energy (zero: lowest compared OMol25 entry of this formula, charge and spin)	172.8	kJ/mol
E_HOMO (alpha / beta)	-6.93 / -6.94	eV
frontier orbital gap (alpha / beta)	6.00 / 6.13	eV

Structure (ORCA input):
```
! wB97M-V def2-TZVPD RIJCOSX def2/J DEFGRID3
* xyz 0 6
C -0.843 3.899 -1.710
C -1.026 2.586 -1.185
N -0.089 2.076 -0.273
C 0.894 2.919 0.154
C 0.977 4.272 -0.211
C 0.122 4.757 -1.218
C -2.082 1.769 -1.626
P -2.715 0.278 -0.867
Sm -0.006 -0.342 0.199
P 2.538 0.710 1.106
C 1.860 2.443 1.264
C -0.074 -2.894 0.250
C -1.104 -3.499 0.934
C -1.062 -4.900 1.147
C 0.033 -5.631 0.667
C 1.064 -4.997 -0.033
C 0.998 -3.596 -0.255
O -0.582 2.125 -5.346
O -0.770 -2.800 -3.909
H -1.467 4.178 -2.567
H 1.722 4.890 0.302
H 0.215 5.792 -1.543
C -4.295 0.854 -0.078
C -3.376 -0.791 -2.256
H 2.781 3.071 1.262
H 1.332 2.479 2.247
H -1.000 1.309 -5.098
H -2.629 2.205 -2.500
C 3.160 0.355 2.738
C 4.022 0.977 0.086
H -1.947 -2.919 1.327
H -1.866 -5.398 1.689
H 0.070 -6.714 0.825
H 1.911 -5.568 -0.416
H 1.800 -3.085 -0.797
H 2.223 -0.540 -0.603
H 0.152 -3.140 -4.084
H -0.686 -1.924 -3.540
H 0.344 2.004 -5.006
H 2.725 -1.031 -0.334
H -5.096 1.064 -0.803
H -4.681 0.115 0.638
H -4.078 1.770 0.488
H -4.052 -0.272 -2.961
H -2.543 -1.238 -2.823
H -3.938 -1.617 -1.784
H 4.766 1.488 0.707
H 4.398 -0.011 -0.211
H 3.756 1.528 -0.829
H 4.068 0.953 2.840
H 2.407 0.593 3.497
H 3.394 -0.714 2.764
B -0.289 0.063 5.109
C -0.266 -0.058 3.564
N -0.253 -0.145 2.386
H 0.232 -0.906 5.666
H -1.450 0.132 5.511
H 0.300 1.075 5.502
*
```

List of Löwdin charges in e, atom by atom:
1 C -0.053
2 C -0.390
3 N -0.079
4 C -0.349
5 C -0.073
6 C -0.069
7 C -0.346
8 P 0.735
9 Sm 1.324
10 P 0.706
11 C -0.282
12 C -0.330
13 C -0.168
14 C -0.089
15 C -0.109
16 C -0.100
17 C -0.192
18 O -0.068
19 O -0.072
20 H 0.112
21 H 0.103
22 H 0.108
23 C -0.282
24 C -0.269
25 H 0.089
26 H 0.102
27 H 0.005
28 H 0.072
29 C -0.245
30 C -0.270
31 H 0.081
32 H 0.097
33 H 0.099
34 H 0.093
35 H 0.050
36 H -0.024
37 H 0.071
38 H -0.013
39 H 0.058
40 H 0.056
41 H 0.045
42 H 0.032
43 H 0.039
44 H 0.051
45 H 0.004
46 H 0.045
47 H 0.054
48 H 0.033
49 H 0.066
50 H 0.051
51 H 0.042
52 H 0.059
53 B -0.418
54 C -0.175
55 N -0.064
56 H 0.017
57 H 0.016
58 H 0.013



Record 2
Here is C3H5NO2 as an isolated structure at a distorted geometry from OMol25. Energies are from ωB97M-V/def2-TZVPD.

## Properties
E_tot	-322.43720	Ha
relative energy (zero: lowest compared OMol25 entry of this formula, charge and spin)	360.0	kJ/mol
E_HOMO	-8.61	eV
frontier orbital gap	9.09	eV

Structure (ORCA input):
```
! wB97M-V def2-TZVPD RIJCOSX def2/J DEFGRID3
* xyz 0 1
C 1.021 -0.055 0.187
C -0.338 -0.137 0.590
C -1.568 -0.195 -0.585
O 1.972 -0.719 0.836
O 1.308 0.948 -0.562
N -1.105 0.960 -0.016
H 0.134 1.404 -0.650
H 2.842 -0.440 0.512
H -0.598 -0.599 1.531
H -2.585 -0.542 -0.375
H -1.083 -0.625 -1.468
*
```

List of natural (NBO) charges in e, atom by atom:
1 C 0.754
2 C -0.279
3 C -0.097
4 O -0.630
5 O -0.649
6 N -0.649
7 H 0.465
8 H 0.506
9 H 0.228
10 H 0.188
11 H 0.162



Record 3
Here is an isolated molecule of C4N2 at a distorted geometry from OMol25. Energies are from ωB97M-V/def2-TZVPD.

## Properties
SMILES string	N#CC#CC#N
E_tot	-261.83323	Ha
relative energy (zero: lowest compared OMol25 entry of this formula, charge and spin)	13.8	kJ/mol
E_HOMO	-11.55	eV
frontier orbital gap	10.45	eV

Structure (ORCA input):
```
! wB97M-V def2-TZVPD RIJCOSX def2/J DEFGRID3
* xyz 0 1
C -0.607 0.121 0.281
C 0.597 0.085 0.347
C 1.950 -0.058 0.109
N 3.040 -0.226 -0.245
C -1.948 0.079 -0.045
N -3.032 -0.001 -0.447
*
```

List of natural (NBO) charges in e, atom by atom:
1 C -0.009
2 C 0.010
3 C 0.192
4 N -0.194
5 C 0.196
6 N -0.194



Record 4
Here is C2H5NO2 as an isolated structure at a distorted geometry from OMol25. Energies are from ωB97M-V/def2-TZVPD.

## Properties
E_tot	-284.19699	Ha
relative energy (zero: lowest compared OMol25 entry of this formula, charge and spin)	709.9	kJ/mol
E_HOMO	-9.91	eV
frontier orbital gap	10.11	eV

Structure (ORCA input):
```
! wB97M-V def2-TZVPD RIJCOSX def2/J DEFGRID3
* xyz 0 1
C 0.677 -0.891 0.310
C -0.568 0.838 -0.763
N 0.620 0.550 0.083
O -0.416 -0.827 1.285
O 0.072 0.442 1.720
H 0.481 -1.472 -0.572
H 1.661 -1.255 0.875
H -1.186 -0.140 -0.876
H -1.115 1.615 -0.209
H -0.226 1.139 -1.856
*
```

List of natural (NBO) charges in e, atom by atom:
1 C 0.038
2 C -0.481
3 N -0.124
4 O -0.291
5 O -0.177
6 H 0.177
7 H 0.192
8 H 0.192
9 H 0.245
10 H 0.229



Record 5
Here is a 9-piece molecular cluster, C22H48Br10N4O4 overall at a distorted geometry from OMol25. Energies are from ωB97M-V/def2-TZVPD.

## Properties
SMILES string	CN(C)C=O.CN(C)C=O.CN(C)C=O.CN(C)C=O.BrCCBr.BrCCBr.BrCCBr.BrCCBr.BrCCBr
E_tot	-27127.04896	Ha
relative energy (zero: lowest compared OMol25 entry of this formula, charge and spin)	550.9	kJ/mol
E_HOMO	-9.17	eV
frontier orbital gap	9.33	eV

Structure (ORCA input):
```
! wB97M-V def2-TZVPD RIJCOSX def2/J DEFGRID3
* xyz 0 1
Br 4.838 2.962 2.577
C 6.508 3.907 2.497
C 6.785 4.501 3.907
Br 5.764 6.197 4.196
H 6.467 4.695 1.746
H 7.337 3.271 2.187
H 7.798 4.838 4.129
H 6.460 3.753 4.629
Br -8.327 6.654 1.887
C -7.823 4.930 1.200
C -6.352 4.729 1.659
Br -5.725 2.908 1.287
H -7.975 5.096 0.133
H -8.635 4.246 1.448
H -6.187 4.810 2.733
H -5.751 5.432 1.082
Br 4.559 -7.424 0.114
C 6.355 -6.551 0.165
C 6.294 -5.468 -0.924
Br 6.371 -6.145 -2.792
H 7.200 -7.170 -0.136
H 6.730 -6.350 1.169
H 7.166 -4.815 -0.892
H 5.411 -4.833 -1.004
Br -0.265 -4.119 5.546
C 1.736 -4.003 5.475
C 2.193 -3.385 4.214
Br 4.122 -3.604 4.031
H 2.155 -4.999 5.615
H 2.057 -3.473 6.372
H 2.105 -2.312 4.045
H 1.757 -3.906 3.361
Br 0.581 5.357 8.046
C 0.724 3.978 6.575
C -0.609 3.065 6.481
Br -0.581 1.873 4.892
H 1.666 3.430 6.592
H 0.604 4.435 5.592
H -1.566 3.581 6.557
H -0.562 2.375 7.324
C 6.243 0.173 -2.932
O 7.316 0.529 -2.383
N 5.406 0.865 -3.828
C 4.187 0.350 -4.320
C 5.825 2.103 -4.406
H 5.743 -0.742 -2.580
H 3.506 1.156 -4.594
H 3.619 -0.337 -3.694
H 4.557 -0.160 -5.209
H 5.867 2.157 -5.494
H 5.151 2.847 -3.983
H 6.785 2.429 -4.004
C -6.136 4.476 -4.473
O -5.028 3.933 -4.272
N -6.712 4.695 -5.614
C -7.744 5.787 -5.757
C -6.281 4.228 -6.949
H -6.699 4.860 -3.608
H -8.745 5.512 -6.089
H -7.368 6.547 -6.442
H -8.102 6.239 -4.831
H -6.231 5.020 -7.696
H -5.408 3.575 -6.935
H -7.054 3.569 -7.344
C -0.135 -1.792 -2.021
O 0.807 -2.583 -1.850
N -0.275 -0.708 -1.245
C -1.515 0.061 -1.280
C 0.696 -0.179 -0.247
H -0.971 -1.908 -2.729
H -1.420 1.057 -1.713
H -1.883 0.262 -0.274
H -2.231 -0.547 -1.833
H 0.793 0.906 -0.193
H 0.383 -0.471 0.756
H 1.673 -0.571 -0.528
C -4.881 -6.957 0.887
O -5.315 -5.953 1.367
N -3.587 -7.101 0.462
C -2.982 -8.374 0.023
C -2.569 -6.042 0.875
H -5.340 -7.942 0.710
H -2.231 -8.053 -0.699
H -3.677 -9.016 -0.518
H -2.388 -8.953 0.730
H -2.020 -6.441 1.728
H -1.872 -5.785 0.077
H -3.137 -5.185 1.239
*
```

List of Löwdin charges in e, atom by atom:
1 Br 0.627
2 C -0.706
3 C -0.651
4 Br 0.542
5 H 0.047
6 H 0.062
7 H 0.044
8 H 0.033
9 Br 0.629
10 C -0.698
11 C -0.699
12 Br 0.580
13 H 0.040
14 H 0.054
15 H 0.039
16 H 0.053
17 Br 0.563
18 C -0.625
19 C -0.685
20 Br 0.550
21 H 0.052
22 H 0.062
23 H 0.047
24 H 0.034
25 Br 0.565
26 C -0.680
27 C -0.711
28 Br 0.612
29 H 0.052
30 H 0.058
31 H 0.052
32 H 0.053
33 Br 0.537
34 C -0.613
35 C -0.651
36 Br 0.558
37 H 0.053
38 H 0.031
39 H 0.049
40 H 0.034
41 C -0.265
42 O -0.030
43 N -0.230
44 C -0.080
45 C -0.071
46 H 0.127
47 H 0.091
48 H 0.090
49 H 0.097
50 H 0.093
51 H 0.092
52 H 0.086
53 C -0.373
54 O -0.026
55 N -0.156
56 C -0.042
57 C -0.032
58 H 0.130
59 H 0.081
60 H 0.084
61 H 0.079
62 H 0.083
63 H 0.089
64 H 0.085
65 C -0.332
66 O -0.027
67 N -0.187
68 C -0.064
69 C -0.026
70 H 0.133
71 H 0.087
72 H 0.086
73 H 0.081
74 H 0.084
75 H 0.086
76 H 0.082
77 C -0.369
78 O 0.032
79 N -0.178
80 C -0.073
81 C -0.017
82 H 0.130
83 H 0.077
84 H 0.082
85 H 0.081
86 H 0.082
87 H 0.081
88 H 0.074



Record 6
Here is a 2-piece molecular cluster, C7H15ClN overall at a distorted geometry from OMol25. Energies are from ωB97M-V/def2-TZVPD.

## Properties
E_tot	-790.28637	Ha
relative energy (zero: lowest compared OMol25 entry of this formula, charge and spin)	391.3	kJ/mol
E_HOMO	-13.23	eV
frontier orbital gap	10.51	eV

Structure (ORCA input):
```
! wB97M-V def2-TZVPD RIJCOSX def2/J DEFGRID3
* xyz 1 1
C 1.777 1.421 -1.730
C 1.094 0.750 -2.450
C 2.589 2.298 -0.963
C -2.109 -0.865 1.669
C -0.063 -1.771 1.013
C -0.597 0.529 0.388
C -1.805 -1.664 -0.540
N -1.125 -0.945 0.566
Cl -2.863 -0.448 -1.352
H -1.044 -2.002 -1.249
H 0.483 0.114 -2.969
H 3.113 1.727 -0.183
H 2.041 3.068 -0.358
H 3.343 2.877 -1.660
H -1.665 -0.108 2.306
H -3.175 -0.497 1.301
H -2.289 -1.873 2.075
H 0.897 -1.478 0.582
H 0.027 -1.812 2.064
H -0.351 -2.788 0.784
H 0.146 0.715 1.205
H -0.033 0.596 -0.565
H -1.412 1.164 0.247
H -2.388 -2.501 -0.311
*
```

List of natural (NBO) charges in e, atom by atom:
1 C 0.028
2 C -0.281
3 C -0.723
4 C -0.429
5 C -0.428
6 C -0.425
7 C -0.190
8 N -0.240
9 Cl -0.005
10 H 0.240
11 H 0.230
12 H 0.244
13 H 0.249
14 H 0.275
15 H 0.235
16 H 0.260
17 H 0.233
18 H 0.249
19 H 0.242
20 H 0.228
21 H 0.240
22 H 0.277
23 H 0.243
24 H 0.247



Record 7
Here is C37H65CoF2N6O14P3S as an isolated structure at a distorted geometry from OMol25. Energies are from ωB97M-V/def2-TZVPD.

## Properties
E_tot	-5835.71041	Ha
E_HOMO	-7.26	eV
frontier orbital gap	7.34	eV

Structure (ORCA input):
```
! wB97M-V def2-TZVPD RIJCOSX def2/J DEFGRID3
* xyz 0 4
Co -0.902 -18.698 13.402
F -0.593 -17.373 11.871
F 0.401 -20.293 12.985
C -3.951 -18.418 9.001
C -4.960 -18.258 10.180
C -4.856 -19.558 11.006
S -3.087 -20.152 10.930
O -3.161 -21.570 10.576
O -2.385 -19.678 12.087
C -2.670 -19.019 9.483
H -3.721 -17.484 8.489
H -4.396 -18.994 8.189
H -5.976 -18.048 9.847
H -4.550 -17.459 10.799
H -5.492 -20.295 10.517
H -5.008 -19.529 12.085
H -2.011 -19.545 8.792
H -2.033 -18.291 9.987
C 0.565 -17.436 18.349
O 1.278 -16.926 17.262
P 1.504 -17.766 15.945
O 0.323 -17.849 14.969
O 2.088 -19.222 16.464
C 3.275 -19.351 17.226
O 2.843 -17.095 15.290
C 3.513 -17.701 14.135
H -0.008 -16.569 18.678
H 1.221 -17.832 19.124
H -0.155 -18.219 18.111
H 3.413 -18.578 17.982
H 4.056 -19.295 16.467
H 3.360 -20.351 17.651
H 4.506 -18.037 14.431
H 3.728 -17.033 13.300
H 3.015 -18.480 13.557
C -1.249 -13.898 14.958
O -1.247 -15.210 14.641
P -2.690 -16.043 14.497
O -2.394 -17.492 14.102
O -3.313 -15.877 15.968
C -2.958 -16.652 17.087
O -3.680 -15.256 13.444
C -3.353 -15.189 12.038
H -2.251 -13.471 15.010
H -0.780 -13.289 14.185
H -0.610 -13.772 15.832
H -2.383 -17.555 16.880
H -3.790 -17.041 17.673
H -2.349 -16.015 17.728
H -2.670 -15.917 11.600
H -3.013 -14.186 11.780
H -4.298 -15.225 11.495
C -0.046 -21.257 17.180
O -1.465 -21.150 17.207
P -2.400 -20.799 15.883
O -1.701 -20.016 14.832
O -3.136 -22.171 15.296
C -4.169 -22.783 16.023
O -3.713 -20.038 16.515
C -4.631 -19.398 15.603
H 0.279 -20.951 16.185
H 0.311 -22.287 17.181
H 0.483 -20.785 18.008
H -4.222 -22.645 17.103
H -4.015 -23.862 16.039
H -5.129 -22.420 15.655
H -4.255 -19.382 14.580
H -4.796 -18.341 15.811
H -5.615 -19.864 15.570
N -0.307 -15.860 9.361
C 0.833 -15.916 8.552
C 0.713 -15.087 7.449
C -0.548 -14.549 7.491
C -1.084 -14.980 8.698
H -0.563 -16.390 10.182
H 1.617 -16.580 8.885
H 1.426 -14.811 6.686
H -1.031 -13.879 6.795
H -2.001 -14.657 9.166
N 0.914 -14.301 12.193
C 2.021 -14.268 13.035
C 2.661 -12.997 12.996
C 1.958 -12.338 11.912
C 0.886 -13.108 11.512
H 0.248 -15.039 12.015
H 2.341 -15.152 13.565
H 3.558 -12.786 13.559
H 2.168 -11.341 11.553
H 0.150 -12.910 10.746
N 0.170 -20.936 10.012
C 0.680 -20.018 9.071
C 0.358 -20.551 7.824
C -0.207 -21.776 8.043
C -0.340 -21.990 9.379
H 0.282 -20.828 11.010
H 1.159 -19.108 9.401
H 0.625 -20.145 6.860
H -0.469 -22.554 7.341
H -0.825 -22.686 10.049
N 4.031 -15.199 10.466
C 5.211 -15.395 9.908
C 5.412 -16.775 9.833
C 4.303 -17.394 10.291
C 3.380 -16.409 10.701
H 3.633 -14.300 10.700
H 5.912 -14.574 9.869
H 6.312 -17.298 9.543
H 4.112 -18.448 10.434
H 2.427 -16.546 11.191
N 3.206 -20.988 12.881
C 3.755 -21.092 14.199
C 5.075 -21.538 14.069
C 5.322 -21.718 12.733
C 4.178 -21.382 12.000
H 2.219 -20.828 12.735
H 3.182 -21.007 15.111
H 5.685 -21.799 14.921
H 6.245 -22.063 12.292
H 3.937 -21.452 10.950
N 0.144 -22.996 13.154
C 1.105 -23.944 13.075
C 0.532 -25.076 12.618
C -0.846 -24.862 12.544
C -1.081 -23.505 12.825
H 0.182 -22.000 13.319
H 2.151 -23.735 13.240
H 0.992 -26.042 12.469
H -1.500 -25.624 12.145
H -1.991 -22.924 12.873
*
```

Löwdin population analysis, charges in e, atoms 1 to 99:
1 Co 0.696
2 F -0.482
3 F -0.464
4 C -0.214
5 C -0.182
6 C -0.192
7 S 0.743
8 O -0.324
9 O -0.362
10 C -0.179
11 H 0.113
12 H 0.115
13 H 0.115
14 H 0.082
15 H 0.100
16 H 0.082
17 H 0.089
18 H 0.071
19 C -0.103
20 O -0.195
21 P 0.571
22 O -0.261
23 O -0.276
24 C -0.099
25 O -0.222
26 C -0.068
27 H 0.093
28 H 0.097
29 H 0.083
30 H 0.094
31 H 0.074
32 H 0.098
33 H 0.093
34 H 0.060
35 H 0.079
36 C -0.166
37 O -0.223
38 P 0.633
39 O -0.294
40 O -0.200
41 C -0.099
42 O -0.204
43 C -0.087
44 H 0.092
45 H 0.081
46 H 0.102
47 H 0.076
48 H 0.097
49 H 0.092
50 H 0.069
51 H 0.090
52 H 0.086
53 C -0.102
54 O -0.208
55 P 0.610
56 O -0.261
57 O -0.213
58 C -0.129
59 O -0.231
60 C -0.088
61 H 0.070
62 H 0.095
63 H 0.085
64 H 0.087
65 H 0.098
66 H 0.090
67 H 0.069
68 H 0.076
69 H 0.092
70 N 0.053
71 C -0.117
72 C -0.117
73 C -0.124
74 C -0.201
75 H 0.074
76 H 0.078
77 H 0.098
78 H 0.093
79 H 0.090
80 N 0.035
81 C -0.139
82 C -0.075
83 C -0.130
84 C -0.151
85 H 0.107
86 H 0.085
87 H 0.085
88 H 0.083
89 H 0.103
90 N 0.031
91 C -0.102
92 C -0.133
93 C -0.144
94 C -0.161
95 H 0.096
96 H 0.091
97 H 0.094
98 H 0.095
99 H 0.106



Record 8
Here is a 2-piece molecular cluster, C2H4N6 overall at a distorted geometry from OMol25. Energies are from ωB97M-V/def2-TZVPD.

## Properties
E_tot	-406.87336	Ha
relative energy (zero: lowest compared OMol25 entry of this formula, charge and spin)	639.4	kJ/mol
E_HOMO	-9.26	eV
frontier orbital gap	8.30	eV

Structure (ORCA input):
```
! wB97M-V def2-TZVPD RIJCOSX def2/J DEFGRID3
* xyz 0 1
C 0.382 1.815 -1.465
C -0.510 -0.724 0.199
H -0.108 1.106 -2.288
H 0.677 2.747 -1.908
H 0.371 -2.803 1.246
H -1.539 -1.846 -0.861
N 0.387 1.818 -0.092
N 0.124 0.569 0.552
N 0.886 0.436 1.735
N 0.863 -0.811 2.190
N -0.365 -1.393 1.507
N -1.170 -0.914 -0.817
*
```

List of natural (NBO) charges in e, atom by atom:
1 C -0.109
2 C 0.501
3 H 0.215
4 H 0.186
5 H 0.350
6 H 0.366
7 N -0.193
8 N -0.180
9 N 0.028
10 N -0.056
11 N -0.428
12 N -0.682